[1]
ORCA calculation (ωB97M-V with the def2-TZVPD basis set) on one molecule with the formula C5H8FNO2 in a non-equilibrium geometry.

Kohn-Sham gap (spin up / spin down): 6.980 / 8.961 eV
electronic energy: -500.173735 a.u.
total charge: 0
LUMO (spin up / spin down): -1.43 / -0.09 eV

Each line ends with the Löwdin charge.
Element x y z (Å)
C1 -1.0331 0.1842 -0.9982  -0.16
C2 -0.4131 -1.1578 -0.7406  -0.29
C3 -0.8962 1.0503 0.2638  -0.09
C4 0.9817 -1.0730 -0.7124  0.03
C5 0.4599 1.0850 0.7736  -0.21
N1 0.8774 0.3605 1.8547  -0.39
O1 0.1002 -0.4860 2.3106  0.04
O2 2.0354 0.5289 2.1518  0.09
F1 1.4945 1.7261 0.2177  0.12
H1 -0.4614 0.5785 -1.8007  0.11
H2 -1.9845 0.1111 -1.3160  0.08
H3 -0.6246 -1.6919 0.1921  0.13
H4 -0.7285 -1.7522 -1.6443  0.15
H5 -1.3944 1.9718 0.0594  0.12
H6 -1.5993 0.7153 1.0025  0.13
H7 1.5766 -1.7893 -0.2896  0.05
H8 1.6095 -0.3614 -1.3245  0.11

Cartesian forces (eV/Å) of the 3 atoms listed first:
2.6 -0.1 2.0
-1.6 -1.2 -1.1
-1.1 0.1 -0.8

---

[2]
ORCA calculation (ωB97M-V with the def2-TZVPD basis set) on one molecule with the formula C10H14N2O in a non-equilibrium geometry.

Kohn-Sham gap: 9.715 eV
electronic energy: -574.093359 a.u.
total charge: 0
SMILES string: Cc1noc2c1[C@H]1CC[C@@H](CC2)N1
LUMO: 0.76 eV

Each line ends with the Löwdin charge.
Element x y z (Å)
C1 -1.2432 0.5327 -3.0952  -0.01
C2 -0.9651 -0.5040 -2.0425  -0.28
N1 -1.4168 -1.7358 -2.2555  0.12
O1 -0.8218 -2.5884 -1.2485  0.00
C3 -0.0194 -1.7179 -0.4798  -0.16
C4 -0.1707 -0.4285 -0.8907  -0.12
C5 0.5225 0.7878 -0.4362  -0.20
C6 -0.2940 1.9239 0.3254  -0.12
C7 -0.3318 1.1705 1.5971  -0.17
C8 0.9457 0.2710 1.7870  -0.39
C9 0.6669 -1.1868 2.0192  -0.15
C10 0.6588 -2.0703 0.7926  -0.13
N2 1.5928 0.5320 0.6208  0.02
H1 -0.3602 0.8682 -3.5168  0.05
H2 -1.9107 0.2899 -3.9129  0.08
H3 -1.7910 1.3802 -2.6517  0.09
H4 1.0543 1.2708 -1.3198  0.16
H5 -1.2016 2.2500 -0.1159  0.09
H6 0.1540 2.9363 0.4836  0.12
H7 -1.2293 0.5169 1.7075  0.12
H8 -0.5271 1.8664 2.4008  0.10
H9 1.4121 0.6240 2.7272  0.15
H10 1.4747 -1.5702 2.6444  0.11
H11 -0.2969 -1.3887 2.5579  0.13
H12 1.7384 -2.3540 0.5623  0.15
H13 0.2008 -3.0283 1.0096  0.12
H14 2.1584 1.3522 0.7301  0.12

Cartesian forces (eV/Å) of the 3 atoms listed first:
-2.3 0.4 1.5
-1.6 -2.1 -1.7
1.0 0.1 0.5

---

[3]
ORCA calculation (ωB97M-V with the def2-TZVPD basis set) on C8H9NO5PS as an isolated structure in a non-equilibrium geometry.

Kohn-Sham gap: 3.005 eV
electronic energy: -1480.393214 a.u.
total charge: -1
LUMO: -0.05 eV

Each line ends with the Löwdin charge.
Element x y z (Å)
C1 0.5844 3.4455 -1.0902  -0.06
C2 0.7181 2.6053 -2.3473  -0.36
S1 -0.5948 1.2242 -2.4966  0.81
O1 -0.1400 -0.0247 -1.4112  -0.43
P1 -2.4311 2.2048 -1.8439  0.56
N1 -2.6040 3.5713 -2.7520  -0.38
H1 0.5556 4.6154 -1.0806  0.08
H2 0.4393 2.8416 -0.0939  0.08
H3 1.5375 2.8080 -3.1588  0.08
H4 0.7163 -0.4720 -1.7139  0.13
H5 -3.5522 1.3650 -2.1365  -0.01
H6 -2.4298 2.4872 -0.4216  0.00
H7 -1.7732 3.6665 -3.4033  -0.04
C3 0.9658 -1.2224 1.5978  0.01
C4 0.3324 -1.9350 0.6503  -0.36
C5 0.0404 -3.3730 1.0681  -0.35
O2 -0.5948 -4.1819 0.3842  -0.01
C6 0.5561 -3.8424 2.3811  -0.02
C7 1.2015 -3.1329 3.3236  -0.47
C8 1.3985 -1.6663 2.9494  -0.33
O3 1.8997 -0.8186 3.6947  0.02
O4 1.6415 -3.5345 4.4447  -0.08
O5 -0.0367 -1.5531 -0.5025  -0.08
H8 1.2070 -0.1846 1.3967  0.09
H9 0.3623 -4.8934 2.5618  0.10

Cartesian forces (eV/Å) of the 3 atoms listed first:
0.0 -2.5 -2.7
-1.0 2.7 3.7
2.5 2.6 -1.6

---

[4]
ORCA calculation (ωB97M-V with the def2-TZVPD basis set) on one molecule with the formula C7H10 in a non-equilibrium geometry.

Kohn-Sham gap (spin up / spin down): 8.010 / 8.010 eV
electronic energy: -272.395099 a.u.
total charge: 0
LUMO (spin up / spin down): -0.12 / -0.12 eV

Each line ends with the Löwdin charge.
Element x y z (Å)
C1 0.4970 -1.7332 -0.4018  0.14
C2 -1.2420 0.0715 -1.0029  -0.04
C3 1.6431 -1.0427 -0.9688  -0.12
C4 -0.1119 0.8873 -0.8509  -0.22
C5 0.5820 -0.2539 -0.0956  -0.50
C6 -2.2906 0.2088 0.0731  -0.12
C7 1.0230 0.0178 1.3863  -0.02
H1 2.5249 -1.4205 -0.4651  0.11
H2 1.6830 -0.7884 -1.9664  0.09
H3 0.3993 1.1348 -1.7197  0.08
H4 -0.3215 1.7688 -0.1247  0.14
H5 -3.2592 0.2178 -0.5308  0.11
H6 -2.0011 1.0173 0.7488  0.06
H7 -2.4344 -0.6115 0.7566  0.07
H8 1.8372 0.6747 1.4007  0.05
H9 1.1865 -0.9124 1.8794  0.06
H10 0.2848 0.7639 1.8816  0.10

Cartesian forces (eV/Å) of the 3 atoms listed first:
-1.4 -0.2 0.0
-1.1 -2.6 0.5
-1.3 0.2 2.6